No. 1
Here is a 2-piece molecular cluster, C6H16NO overall from the Open Molecules 2025 dataset. Energies are from ωB97M-V/def2-TZVPD.

- 2S+1: 1
- F_max: 0.49 eV Å⁻¹
- Total charge: -1
- Calculated total energy: -10018.869 eV
- Energy above the lowest of the compared OMol25 structures with the same formula, charge and spin: 0.175 eV

Geometry (Å):
N: 0.173 -1.134 1.506
H: -0.208 -0.589 0.681
H: -1.464 3.373 -1.140
H: 2.947 -2.136 -0.157
H: -0.198 2.773 -3.384
H: 0.794 2.885 -1.919
H: -1.282 -2.637 1.873
C: -0.867 -1.711 2.306
C: -0.027 2.341 -2.399
H: -1.686 -1.000 2.402
H: -2.155 2.098 -2.123
C: 1.164 -2.085 1.101
H: -0.504 -1.953 3.321
H: 1.590 -1.242 -0.823
C: -1.120 1.383 -0.329
C: 2.120 -1.469 0.101
C: -1.275 2.351 -1.521
H: -2.072 1.465 0.258
H: 0.276 1.298 -2.524
H: 0.715 -2.996 0.651
H: -0.366 1.873 0.344
O: -0.797 0.119 -0.684
H: 1.711 -2.461 1.979
H: 2.533 -0.544 0.481

---

No. 2
Here is the molecule C3H3IO from the Open Molecules 2025 dataset. Energies are from ωB97M-V/def2-TZVPD.

- 2S+1: 1
- F_max: 4.58 eV Å⁻¹
- Calculated total energy: -13305.961 eV
- Structure (SMILES): O=C/C=C/I
- Energy above the lowest of the compared OMol25 structures with the same formula, charge and spin: 0.190 eV

Geometry (Å):
C: -1.316 0.125 -0.022
O: -1.390 1.327 -0.142
C: -0.061 -0.498 0.135
H: -0.057 -1.581 0.528
I: 3.065 -0.144 -0.054
H: 0.914 1.216 -0.518
C: 1.043 0.181 -0.178
H: -2.198 -0.626 0.250

---

No. 3
Here is a 2-piece molecular cluster, C8H8FNO2 overall from the Open Molecules 2025 dataset. Energies are from ωB97M-V/def2-TZVPD.

- 2S+1: 1
- F_max: 5.03 eV Å⁻¹
- Calculated total energy: -16726.179 eV
- Energy above the lowest of the compared OMol25 structures with the same formula, charge and spin: 0.891 eV

Geometry (Å):
C: 0.283 1.917 0.114
H: 2.477 0.477 0.841
N: 2.727 -0.146 0.072
H: -2.672 -0.978 -1.829
H: -2.694 -2.484 0.002
C: -2.011 -1.693 0.091
C: -2.115 -0.830 -1.004
C: 2.215 -1.307 0.183
H: 0.460 -0.088 1.805
H: 3.311 0.155 -0.694
F: 2.718 -2.093 -0.834
H: -1.209 -2.046 1.992
C: -1.225 -1.342 1.185
C: -0.238 -0.317 1.106
H: 0.486 3.717 -0.536
C: -1.464 0.340 -0.920
H: -1.766 0.981 -1.743
O: -0.105 2.941 -0.683
O: 1.306 2.134 0.728
C: -0.482 0.662 0.123